[1]
Computed, not measured: a cluster of 2 separate species, C12H8BF4O5 in total, with ωB97M-V/def2-TZVPD.

```
30
C12H8BF4O5, DFT ωB97M-V/def2-TZVPD
C 3.19 -1.72 0.96
C 2.45 -0.63 0.27
C 1.64 -0.70 -0.78
O 1.26 -1.82 -1.46
C 0.22 -2.47 -0.80
O 0.31 -3.64 -0.59
C -0.94 -1.66 -0.39
C -1.63 -2.04 0.77
C -2.72 -1.28 1.18
C -3.12 -0.16 0.47
C -2.44 0.22 -0.68
C -1.36 -0.54 -1.11
C 1.23 0.73 -1.09
O 1.03 1.21 -2.14
O 1.30 1.36 0.13
C 2.49 0.83 0.65
O 3.31 1.44 1.24
H 3.93 -2.12 0.26
H 3.74 -1.33 1.81
H 2.53 -2.54 1.22
H -1.29 -2.90 1.31
H -3.25 -1.59 2.08
H -3.97 0.41 0.82
H -2.74 1.09 -1.23
H -0.83 -0.23 -2.00
B -0.86 4.02 -0.18
F 0.39 4.31 0.37
F -1.76 5.07 0.09
F -0.75 3.85 -1.58
F -1.36 2.82 0.38
```

## Properties
2S+1 = 1
Energy = -1262.9076 a.u.
Frontier orbital gap = 0.354 Ha
Charge = -1
Molecular weight = 319.00 g/mol



[2]
Computed, not measured: a structure of composition C12H8Br2FIPdSe3Te2, with ωB97M-V/def2-TZVPD.

```
30
C12H8Br2FIPdSe3Te2, DFT ωB97M-V/def2-TZVPD
Pd 1.28 0.79 -1.40
Se -1.52 0.85 -1.49
Te -2.81 2.68 -0.47
Te -0.59 4.28 -3.08
Se -0.13 1.94 -3.17
Br 1.52 2.78 0.23
Se 3.52 0.23 -1.56
F 0.21 -4.33 -4.67
C 0.49 -3.20 -3.95
C 1.12 -2.15 -4.59
C 1.41 -1.01 -3.85
C 1.07 -0.89 -2.51
C 0.43 -1.98 -1.91
C 0.13 -3.14 -2.63
H 1.39 -2.24 -5.64
H 1.93 -0.19 -4.34
H 0.13 -1.93 -0.88
H -0.36 -3.98 -2.16
Br 0.78 -1.42 5.44
C -0.14 0.01 4.59
C -0.91 0.83 5.40
C -1.62 1.88 4.83
C -1.56 2.10 3.46
C -0.79 1.28 2.66
C -0.07 0.22 3.21
I 1.08 -0.94 1.92
H -0.95 0.64 6.46
H -2.22 2.52 5.47
H -2.10 2.91 2.99
H -0.72 1.48 1.60
```

## Properties
2S+1 = 1
Energy relative to the best compared isomer or geometry (same formula, charge and spin) = 68.9 kcal/mol
Energy = -13875.9674 a.u.
Frontier orbital gap (spin up / spin down) = 0.160 / 0.162 Ha
Charge = -2
Molecular weight = 1056.41 g/mol



[3]
Computed, not measured: a structure of composition C12H8BrIrN2OS2, with ωB97M-V/def2-TZVPD.

```
27
C12H8BrIrN2OS2, DFT ωB97M-V/def2-TZVPD
Ir 0.15 -0.01 0.08
S -1.09 -1.86 -0.74
C -1.76 -1.78 0.84
N -1.29 -0.79 1.57
C -1.91 -0.73 2.83
C -1.65 0.19 3.84
C -2.35 0.09 5.02
C -3.30 -0.92 5.21
C -3.57 -1.84 4.22
C -2.86 -1.74 3.03
S -2.97 -2.74 1.59
H -0.91 0.96 3.67
H -2.16 0.80 5.81
H -3.84 -0.97 6.15
H -4.30 -2.62 4.37
Br 2.47 5.82 2.67
C 1.83 4.22 1.93
C 2.36 3.01 2.32
C 1.86 1.85 1.76
N 0.87 1.86 0.85
C 0.36 3.05 0.48
C 0.81 4.25 0.99
H 3.16 2.95 3.05
H 2.24 0.87 2.02
H -0.43 3.01 -0.25
H 0.37 5.18 0.67
O 1.58 -0.96 0.78
```

## Properties
2S+1 = 5
Energy relative to the best compared isomer or geometry (same formula, charge and spin) = 13.1 kcal/mol
Energy = -4121.4551 a.u.
Frontier orbital gap (spin up / spin down) = 0.237 / 0.269 Ha
Molecular weight = 532.46 g/mol



[4]
Computed, not measured: a cluster of 2 separate species, C12H8BrO2S in total, with ωB97M-V/def2-TZVPD.

```
24
C12H8BrO2S, DFT ωB97M-V/def2-TZVPD
C -1.71 1.49 -3.29
C -0.65 2.01 -3.93
C 0.72 1.78 -3.47
O 1.71 2.22 -4.09
C 0.85 0.99 -2.23
C -0.20 0.52 -1.52
C -1.58 0.67 -2.07
O -2.54 0.05 -1.59
H -2.73 1.63 -3.65
H -0.76 2.65 -4.81
H 1.88 0.81 -1.90
H -0.10 -0.29 -0.78
Br 0.98 -4.13 4.17
C 0.66 -2.40 3.41
C 1.75 -1.64 2.95
C 1.51 -0.41 2.33
C 0.17 0.01 2.05
S -0.12 1.26 0.98
C -0.90 -0.70 2.68
C -0.66 -1.92 3.30
H 2.76 -2.00 3.08
H 2.33 0.22 2.02
H -1.90 -0.29 2.62
H -1.48 -2.50 3.71
```

## Properties
2S+1 = 1
Energy = -3584.7675 a.u.
Frontier orbital gap = 0.177 Ha
Charge = -1
Molecular weight = 296.16 g/mol



[5]
Computed, not measured: a structure of composition C12H8CuF3N3O4S, with ωB97M-V/def2-TZVPD.

```
32
C12H8CuF3N3O4S, DFT ωB97M-V/def2-TZVPD
C -3.65 0.28 4.54
C -2.77 -0.86 4.24
C -2.20 -0.89 2.73
C -3.24 -1.14 1.60
N -2.92 -1.16 0.22
C -1.52 -0.91 0.00
C -1.03 -0.86 -1.51
C 0.45 -0.60 -1.86
C 0.86 -0.52 -3.41
O 1.16 0.91 -3.68
N 0.11 1.63 -3.18
O 0.51 2.62 -2.62
C 1.52 -0.43 -0.73
S 3.32 -0.16 -0.99
O 4.06 -1.25 -0.24
O 3.77 -0.12 -2.42
C 3.73 1.49 -0.16
F 2.55 2.27 0.08
F 4.63 2.22 -0.97
F 4.34 1.24 1.10
C 1.02 -0.49 0.74
C -0.50 -0.70 1.14
N -0.80 -0.68 2.55
H -4.79 0.12 4.47
H -3.16 1.29 4.78
H -2.54 -1.67 5.02
H -4.33 -1.33 1.90
H -1.83 -1.00 -2.33
H 0.05 -0.92 -4.11
H 1.79 -1.18 -3.58
H 1.80 -0.36 1.58
Cu -0.40 3.17 -4.92
```

## Properties
2S+1 = 1
Energy = -3264.7232 a.u.
Frontier orbital gap = 0.129 Ha
Charge = +1
Molecular weight = 410.82 g/mol



[6]
Computed, not measured: a structure of composition C12H8N3O2SbSe4V, with ωB97M-V/def2-TZVPD.

```
31
C12H8N3O2SbSe4V, DFT ωB97M-V/def2-TZVPD
V 0.62 -0.11 -0.35
O -2.63 1.90 -1.58
C -1.60 1.59 -1.07
N -1.26 0.33 -0.81
C -2.19 -0.70 -0.90
O -3.17 -0.65 -1.59
C -1.77 -1.80 0.01
C -2.68 -2.78 0.37
C -2.09 -3.87 0.96
C -0.76 -3.87 1.32
C -0.03 -2.74 1.15
N -0.53 -1.71 0.48
C -0.52 2.54 -0.53
C -0.66 3.90 -0.61
C 0.49 4.66 -0.40
C 1.67 4.04 -0.03
C 1.70 2.67 0.11
N 0.62 1.96 -0.16
H -3.71 -2.68 0.14
H -2.68 -4.77 1.17
H -0.33 -4.75 1.78
H 0.99 -2.67 1.48
H -1.57 4.26 -0.98
H 0.45 5.73 -0.53
H 2.56 4.62 0.16
H 2.60 2.15 0.44
Se 5.60 -0.79 -0.77
Sb 3.79 -1.69 0.57
Se 2.04 -0.65 -1.83
Se 2.07 -0.23 1.60
Se 2.98 -3.91 0.40
```

## Properties
2S+1 = 2
Energy = -11566.9100 a.u.
Frontier orbital gap (spin up / spin down) = 0.231 / 0.233 Ha
Molecular weight = 714.76 g/mol



| no. | maximum force (Eh/bohr) |
| --- | --- |
| 1 | 0.0391 |
| 2 | 0.0143 |
| 3 | 0.0235 |
| 4 | 0.0443 |
| 5 | 0.1187 |
| 6 | 0.0467 |